C18H17NS | ωB97M-V/def2-TZVPD

Each line ends with the Löwdin charge.
Geometry (Å):
C: 6.285 -1.525 -0.311  -0.051
C: 4.947 -0.843 -0.105  -0.265
C: 4.888 0.561 -0.027  -0.038
C: 3.679 1.222 -0.038  -0.039
C: 2.458 0.549 -0.112  -0.222
C: 1.172 1.319 -0.201  -0.054
C: -0.060 0.519 -0.343  -0.082
C: -1.277 1.100 -0.151  -0.034
C: -2.555 0.445 -0.122  -0.212
C: -3.774 1.187 -0.098  -0.017
C: -4.994 0.561 -0.202  -0.047
C: -5.077 -0.837 -0.255  -0.272
C: -6.435 -1.493 -0.335  -0.061
C: -3.900 -1.598 -0.192  -0.036
C: -2.671 -0.963 -0.094  -0.022
C: 2.519 -0.859 -0.011  -0.017
C: 3.741 -1.543 -0.037  -0.035
H: 6.181 -2.613 -0.391  0.075
H: 6.782 -1.189 -1.234  0.085
H: 6.946 -1.260 0.524  0.084
H: 5.837 1.103 0.037  0.120
H: 3.661 2.303 0.045  0.118
H: 1.230 2.206 -0.915  0.160
H: -0.036 -0.556 -0.609  0.102
H: -1.279 2.177 0.078  0.126
H: -3.710 2.259 -0.060  0.109
H: -5.913 1.138 -0.248  0.116
H: -6.345 -2.597 -0.345  0.078
H: -7.072 -1.244 0.539  0.088
H: -6.975 -1.163 -1.245  0.087
H: -3.968 -2.684 -0.220  0.111
H: -1.750 -1.543 -0.025  0.105
H: 1.622 -1.450 0.101  0.097
H: 3.762 -2.641 -0.023  0.116
N: 1.083 2.229 1.520  0.081
C: 0.790 3.212 2.180  -0.898
S: 0.208 4.509 2.925  0.541

## Properties
2S+1	1
energy relative to the best compared isomer or geometry (same formula, charge and spin)	0.0	kJ/mol
F_max	3.9	eV Å⁻¹
E_LUMO	-0.95	eV
E_HOMO	-0.29859	Ha

***

C18H17O5 | ωB97M-V/def2-TZVPD

Each line ends with the Löwdin charge.
Geometry (Å):
C: -4.894 0.137 0.077  -0.086
C: -3.424 -0.334 0.325  -0.239
C: -2.890 -0.504 1.693  -0.047
C: -1.520 -0.987 1.910  -0.027
C: -0.610 -1.312 0.808  -0.108
C: 0.840 -1.860 0.985  -0.323
C: 1.827 -0.859 1.710  -0.057
C: 0.749 -3.300 1.693  -0.066
C: -1.127 -1.114 -0.564  -0.201
O: -0.315 -1.420 -1.654  -0.078
C: -0.073 -0.285 -2.495  -0.140
C: 0.673 0.886 -1.784  -0.086
C: -0.022 1.940 -1.277  0.067
C: 0.701 3.146 -0.602  -0.335
O: 0.054 4.100 -0.196  0.040
C: 2.237 3.170 -0.408  0.059
C: 2.951 2.116 -0.925  -0.016
C: 4.520 2.191 -0.726  -0.660
O: 5.028 3.319 -0.533  -0.076
O: 5.233 1.120 -0.714  -0.096
C: 2.227 0.935 -1.651  -0.266
O: 2.921 0.046 -2.096  0.106
C: -2.496 -0.637 -0.780  0.020
H: -5.626 -0.719 0.167  0.077
H: -5.034 0.536 -0.966  0.073
H: -5.231 0.893 0.842  0.076
H: -3.583 -0.245 2.526  0.095
H: -1.200 -1.111 2.971  0.110
H: 1.284 -2.066 -0.029  0.125
H: 1.350 0.082 2.084  0.076
H: 2.388 -1.328 2.568  0.072
H: 2.608 -0.537 0.961  0.080
H: 0.861 -4.079 0.886  0.076
H: 1.531 -3.454 2.476  0.067
H: -0.300 -3.415 2.078  0.066
H: -0.984 0.103 -3.027  0.123
H: 0.617 -0.646 -3.312  0.137
H: -1.133 1.976 -1.335  0.122
H: 2.761 3.995 0.129  0.128
H: -2.900 -0.482 -1.815  0.113

## Properties
2S+1	1
structure (SMILES)	Cc1ccc(C(C)C)c(OCC2=CC(=O)C=C(C(=O)[O-])C2=O)c1
total charge	-1
F_max	3.6	eV Å⁻¹
E_LUMO	1.92	eV
E_HOMO	-0.15928	Ha

***

C18H18AlN4O2S3Se2 | ωB97M-V/def2-TZVPD

Each line ends with the Löwdin charge.
Geometry (Å):
Al: -0.437 0.657 0.281  -0.325
C: 1.326 -2.418 2.377  -0.321
Se: 1.605 -0.600 1.741  1.030
C: 1.431 0.318 3.465  -0.489
C: 0.934 1.742 3.311  -0.491
Se: -0.870 1.780 2.566  1.071
C: -0.922 3.634 2.008  -0.314
H: 0.355 -2.533 2.847  0.017
H: 2.118 -2.654 3.080  0.040
H: 1.402 -3.069 1.510  0.040
H: 2.414 0.321 3.925  0.081
H: 0.766 -0.284 4.083  0.076
H: 1.565 2.328 2.646  0.058
H: 0.889 2.234 4.279  0.086
H: -0.101 3.836 1.328  0.014
H: -0.869 4.262 2.892  0.045
H: -1.868 3.778 1.498  0.038
S: -3.622 2.865 -2.117  0.686
C: -2.542 2.177 -1.193  -0.885
N: -1.741 1.666 -0.490  0.037
O: 0.817 -2.408 -2.221  -0.250
S: 0.390 -1.102 -2.605  0.694
O: -0.899 -0.918 -3.204  -0.257
N: 0.523 -0.082 -1.256  -0.132
C: 1.381 0.914 -1.467  -0.702
S: 1.482 2.105 -0.278  0.843
C: 2.076 0.848 -2.760  -0.201
C: 3.019 1.718 -3.277  0.007
C: 3.502 1.466 -4.554  -0.031
C: 3.042 0.378 -5.293  -0.029
C: 2.085 -0.491 -4.780  -0.007
C: 1.624 -0.227 -3.510  -0.206
H: 3.364 2.564 -2.696  0.121
H: 4.245 2.125 -4.984  0.119
H: 3.431 0.208 -6.288  0.120
H: 1.724 -1.336 -5.355  0.134
N: -3.183 -3.189 4.548  0.195
C: -3.064 -2.831 3.462  -0.154
C: -2.867 -2.374 2.109  -0.172
C: -3.582 -2.888 1.032  0.041
C: -3.319 -2.394 -0.230  0.017
C: -2.364 -1.410 -0.386  -0.043
N: -1.660 -0.921 0.655  0.030
C: -1.920 -1.395 1.878  -0.089
H: -4.330 -3.653 1.191  0.140
H: -3.846 -2.760 -1.100  0.133
H: -2.150 -0.998 -1.366  0.099
H: -1.354 -0.988 2.700  0.084

## Properties
2S+1	1
total charge	+1
F_max	0.6	eV Å⁻¹
E_LUMO	-3.69	eV
E_HOMO	-0.41571	Ha

***

C18H18CaClO | ωB97M-V/def2-TZVPD

Each line ends with the Löwdin charge.
Geometry (Å):
C: -1.219 -2.724 2.297  -0.346
C: -1.243 -1.719 3.317  -0.347
C: -2.225 -0.760 2.962  -0.202
H: -0.679 -1.758 4.264  0.023
C: -2.816 -1.161 1.725  -0.196
C: -2.126 -2.329 1.273  -0.204
H: -2.334 -2.894 0.368  0.075
H: -0.613 -3.628 2.336  0.056
H: -2.545 0.004 3.653  0.062
H: -3.731 -0.771 1.288  0.062
C: 3.550 -1.586 0.260  -0.197
C: 2.929 -2.332 1.283  -0.386
C: 1.897 -3.150 0.688  -0.348
H: 3.245 -2.281 2.333  -0.018
C: 1.865 -2.863 -0.705  -0.203
C: 2.915 -1.929 -0.980  -0.193
H: 3.274 -1.690 -1.977  0.054
H: 4.452 -1.011 0.434  0.063
H: 1.242 -3.841 1.212  0.052
H: 1.216 -3.382 -1.416  0.074
Ca: 0.571 -1.175 1.461  1.248
O: -0.162 0.337 -0.148  -0.232
C: -0.011 1.573 0.635  -0.140
C: -1.098 1.619 -0.392  -0.091
H: -0.374 1.526 1.672  0.117
H: 0.946 2.060 0.406  0.115
H: -2.150 1.430 -0.097  0.152
H: -2.948 2.585 -2.183  0.110
C: -1.932 2.900 -2.399  -0.030
C: -0.861 2.354 -1.645  -0.178
C: 0.455 2.617 -2.063  -0.027
H: 1.280 2.088 -1.581  0.118
C: 0.703 3.554 -3.054  -0.077
H: 1.738 3.770 -3.316  0.106
C: -0.363 4.175 -3.713  -0.093
H: -0.159 4.891 -4.507  0.098
C: -1.685 3.837 -3.399  -0.090
H: -2.517 4.288 -3.956  0.105
Cl: 1.516 -2.620 3.664  -0.095

## Properties
2S+1	1
energy relative to the best compared isomer or geometry (same formula, charge and spin)	47.8	kJ/mol
total charge	-1
F_max	3.3	eV Å⁻¹
E_LUMO	2.19	eV
E_HOMO	-0.13488	Ha

***

C18H18CeN3 | ωB97M-V/def2-TZVPD

Each line ends with the Löwdin charge.
Geometry (Å):
C: -2.957 3.022 0.609  -0.113
C: -2.347 3.604 -0.463  -0.025
H: -2.533 3.073 1.626  0.085
H: -3.970 2.601 0.516  0.090
H: -2.875 3.738 -1.421  0.103
H: -1.359 4.083 -0.415  0.102
Ce: -1.641 0.455 0.363  1.521
C: -3.030 -1.596 -0.157  -0.223
C: -3.508 -0.612 -1.087  -0.193
C: -1.442 -1.343 -1.805  -0.120
C: -1.719 -1.996 -0.579  -0.180
H: -4.495 -0.138 -1.087  0.138
H: -2.697 0.019 -3.076  0.140
H: -0.603 -1.556 -2.473  0.136
C: -2.542 -0.499 -2.125  -0.137
H: -1.094 -2.758 -0.118  0.131
H: -3.582 -1.979 0.703  0.136
C: 3.833 -2.146 3.881  -0.024
C: 4.094 -0.919 3.258  -0.034
C: 3.172 -0.389 2.347  -0.011
C: 1.979 -1.064 2.031  -0.255
C: 1.700 -2.297 2.699  -0.002
C: 2.635 -2.830 3.588  -0.050
N: 1.130 -0.502 1.053  0.093
N: 1.798 0.380 0.349  0.081
C: 1.286 0.733 -0.894  -0.261
C: 1.837 0.355 -2.121  0.055
C: 1.185 0.793 -3.276  0.017
C: -0.011 1.517 -3.207  0.002
C: -0.669 1.584 -1.994  -0.196
N: 0.040 1.314 -0.875  -0.111
H: 4.571 -2.583 4.574  0.131
H: 5.017 -0.366 3.459  0.124
H: 3.378 0.555 1.868  0.106
H: 0.762 -2.826 2.506  0.112
H: 2.477 -3.787 4.092  0.122
H: 2.690 -0.317 -2.148  0.140
H: 1.616 0.617 -4.262  0.141
H: -0.468 1.999 -4.065  0.137
H: -1.661 2.061 -1.873  0.090

## Properties
2S+1	2
total charge	+2
F_max	3.2	eV Å⁻¹
E_LUMO (alpha / beta)	-7.64 / -7.63	eV
E_HOMO (alpha / beta)	-0.54716 / -0.54716	Ha

***

C18H18Cl5GeI2NO4Y | ωB97M-V/def2-TZVPD

Each line ends with the Löwdin charge.
Geometry (Å):
Y: 0.600 -0.239 -1.500  0.866
I: -2.250 2.773 -2.658  1.067
C: -1.606 1.764 -4.420  -1.082
I: 0.482 1.490 -4.479  0.863
H: -1.937 2.371 -5.253  -0.034
H: -2.080 0.789 -4.379  -0.040
Cl: 4.050 -4.124 4.413  0.676
C: 3.538 -3.460 2.899  -0.665
C: 4.170 -3.849 1.727  -0.107
C: 3.750 -3.348 0.513  -0.552
Cl: 4.636 -3.845 -0.890  0.684
C: 2.655 -2.471 0.386  -0.345
O: 2.149 -2.106 -0.771  -0.470
C: 2.109 -2.018 1.612  -0.111
C: 1.180 -0.911 1.717  -0.164
O: 0.895 -0.088 0.849  -0.089
C: 2.528 -2.535 2.841  -0.046
H: 4.995 -4.548 1.755  0.112
H: 0.767 -0.758 2.725  0.139
H: 2.051 -2.187 3.749  0.120
C: -0.614 5.325 0.311  -0.041
C: -0.759 3.893 0.839  -0.624
C: 0.180 3.680 2.049  -0.029
C: -2.205 3.608 1.268  -0.042
C: -0.329 2.928 -0.169  -0.159
C: 0.041 2.009 -0.920  -0.142
H: -0.933 6.030 1.080  0.091
H: -1.232 5.481 -0.576  0.076
H: 0.421 5.541 0.046  0.093
H: -0.116 4.366 2.843  0.092
H: 1.216 3.882 1.778  0.095
H: 0.109 2.656 2.417  0.087
H: -2.457 4.263 2.105  0.091
H: -2.327 2.572 1.582  0.093
H: -2.911 3.816 0.464  0.068
Cl: 2.963 0.264 -2.472  -0.207
Ge: 2.550 -3.013 -2.582  0.382
Cl: 0.397 -2.137 -3.354  0.009
Cl: 1.614 -4.918 -1.813  -0.037
O: -0.926 -2.666 1.401  0.078
C: -1.563 -2.325 0.425  -0.450
C: -2.985 -2.777 0.080  -0.066
C: -3.350 -1.960 -1.163  -0.065
C: -2.090 -1.165 -1.413  -0.542
O: -1.900 -0.328 -2.316  -0.184
N: -1.115 -1.448 -0.536  0.021
H: -3.631 -2.587 0.936  0.120
H: -2.975 -3.852 -0.090  0.125
H: -4.185 -1.276 -1.013  0.122
H: -3.572 -2.561 -2.044  0.127

## Properties
2S+1	2
energy relative to the best compared isomer or geometry (same formula, charge and spin)	34.2	kJ/mol
F_max	1.1	eV Å⁻¹
E_LUMO (alpha / beta)	-0.69 / -3.47	eV
E_HOMO (alpha / beta)	-0.31163 / -0.31162	Ha

***

> What is the formula in the fifth record?

C18H18CeN3